9
Properties=species:S:1:pos:R:3:forces:R:3 method="wB97M-V/def2-TZVPD" e_lumo_ev=-1.0 total_charge=0 orbital_gap_ev=7.82 relative_energy_kcal_mol=86.6
C -2.801 -0.376 -0.035 0.600 0.154 -0.220
C 0.685 -0.716 1.208 1.886 -1.676 -0.034
N 0.401 -0.684 0.008 2.331 -0.248 -1.538
S -3.915 0.764 0.073 0.474 1.201 -0.162
Cl -3.246 -1.962 0.098 -0.415 -1.085 0.176
Cl -2.627 2.402 -0.261 -0.760 -0.252 0.179
H -0.364 -0.289 -0.461 -1.883 0.497 0.493
H 0.154 -0.601 2.084 -2.224 1.253 1.688
H 1.655 -1.155 1.520 -0.009 0.156 -0.582



66
Properties=species:S:1:pos:R:3:forces:R:3 method="wB97M-V/def2-TZVPD" e_lumo_ev=-5.1 total_charge=+1 orbital_gap_ev=5.82
Br -7.220 4.239 3.889 0.320 -0.144 -0.139
C -5.680 3.292 3.348 0.558 -0.506 -0.444
C -5.762 1.908 3.109 0.259 0.217 0.276
C -4.610 1.189 2.798 0.183 0.286 -0.114
C -3.348 1.824 2.637 -0.590 0.380 0.247
C -2.194 1.028 2.270 1.355 0.161 -0.089
C -0.876 1.508 2.202 -0.670 1.310 1.025
C 0.254 0.926 1.595 -1.578 0.422 2.434
C 1.535 1.551 1.730 0.697 1.281 0.381
C 2.658 1.236 0.915 -0.149 -0.049 0.138
C 3.840 1.976 0.962 -0.174 0.242 0.185
C 3.898 3.147 1.736 -0.719 -0.436 -0.065
Br 5.401 4.279 1.649 -0.249 -0.246 0.033
C 2.815 3.483 2.574 0.108 -0.396 0.043
C 1.714 2.644 2.647 0.116 -0.094 -0.502
C -3.313 3.243 2.795 -0.474 -0.279 0.050
C -4.460 3.964 3.152 0.285 -0.450 0.036
H -6.721 1.405 3.208 0.261 0.074 0.008
H -4.675 0.109 2.667 -0.024 0.247 0.001
H -2.347 -0.041 2.089 -0.186 0.333 -0.314
H -0.739 2.494 2.708 -0.333 -0.664 -0.743
H 0.212 -0.074 0.867 0.685 1.449 1.027
H 2.582 0.387 0.236 0.178 0.340 0.129
H 4.710 1.676 0.382 -0.288 0.090 0.012
H 2.844 4.386 3.176 0.158 -0.212 0.034
H 0.960 2.822 3.418 0.308 0.168 -0.411
H -2.388 3.789 2.616 -0.247 -0.119 0.095
H -4.408 5.042 3.296 0.005 -0.291 -0.071
C 3.959 -3.944 2.617 0.027 0.048 -0.187
C 3.494 -2.654 2.939 -0.083 -0.534 -0.341
C 2.526 -2.028 2.139 0.092 -0.289 -0.262
C 2.048 -2.691 0.999 1.281 -0.279 0.843
N 1.225 -2.077 0.031 -0.810 0.525 -2.325
C 0.698 -0.845 -0.114 0.655 -2.452 -2.142
N 0.220 -0.805 -1.398 0.410 -2.216 -0.314
C -0.190 0.355 -2.133 0.203 0.446 0.069
C -0.658 1.415 -1.380 0.085 0.450 0.087
C -0.925 2.648 -1.972 0.156 -0.621 -0.129
C -0.759 2.772 -3.353 0.143 0.303 -0.050
C -0.242 1.722 -4.126 -0.272 -0.218 0.814
C 0.037 0.493 -3.506 0.157 0.342 -0.262
C 0.433 -2.082 -1.962 0.188 0.540 0.748
C -0.116 -2.590 -3.223 -0.215 -0.915 -0.919
C 0.632 -3.572 -3.913 -0.429 0.365 0.123
C 0.087 -4.223 -5.017 -0.356 0.030 -0.203
C -1.199 -3.902 -5.483 0.256 0.294 0.304
C -1.928 -2.909 -4.819 0.034 -0.018 0.072
C -1.413 -2.272 -3.688 0.694 -0.242 0.179
N 1.100 -2.826 -1.125 -1.216 0.538 -0.696
C 2.552 -3.944 0.643 0.562 -0.552 0.390
C 3.501 -4.585 1.450 -0.217 0.581 0.409
H 4.714 -4.437 3.253 -0.504 0.389 -0.417
H 3.929 -2.138 3.798 -0.323 -0.118 -0.260
H 2.199 -1.014 2.344 0.028 -0.190 0.125
H -0.712 1.278 -0.305 -0.286 0.223 -0.365
H -1.205 3.486 -1.330 -0.101 -0.190 -0.408
H -0.994 3.728 -3.816 0.139 -0.192 -0.020
H -0.030 1.864 -5.189 -0.185 -0.112 0.414
H 0.456 -0.318 -4.099 -0.080 0.252 0.241
H 1.635 -3.815 -3.562 -0.275 0.003 -0.089
H 0.653 -4.998 -5.527 -0.023 0.188 0.123
H -1.630 -4.402 -6.361 0.304 0.222 0.496
H -2.919 -2.634 -5.179 0.251 -0.100 0.140
H -2.004 -1.532 -3.151 0.039 -0.143 -0.177
H 2.252 -4.388 -0.302 0.075 0.021 0.520
H 3.892 -5.566 1.150 -0.201 0.510 0.211



59
Properties=species:S:1:pos:R:3:forces:R:3 method="wB97M-V/def2-TZVPD" e_lumo_ev=0.0 total_charge=0 orbital_gap_ev=8.42
Li -2.757 -0.594 0.421 -0.329 -0.013 0.197
O -1.768 0.737 -0.408 0.141 0.068 0.034
P -0.395 0.594 -0.975 -0.064 0.032 0.040
C 0.358 -0.991 -0.479 0.120 -0.093 -0.156
P -0.050 -1.489 1.222 0.027 0.085 -0.016
O -1.525 -1.588 1.431 0.168 0.035 0.037
C 0.807 -3.038 1.518 -0.032 0.001 0.038
C 0.502 -3.686 2.715 0.000 -0.043 0.027
C 1.127 -4.878 3.035 0.010 -0.016 0.000
C 2.055 -5.432 2.163 -0.022 -0.006 0.033
C 2.354 -4.797 0.968 0.012 -0.008 -0.006
C 1.730 -3.601 0.645 0.033 0.017 -0.045
C 0.746 -0.254 2.258 0.015 0.004 -0.052
C 0.014 0.868 2.636 -0.036 -0.009 0.025
C 0.640 1.905 3.310 -0.018 -0.003 -0.003
C 1.992 1.824 3.606 0.011 0.008 0.015
C 2.724 0.702 3.241 -0.012 -0.018 0.004
C 2.102 -0.337 2.567 0.005 -0.015 0.023
C -0.436 0.576 -2.765 0.107 -0.002 0.006
C -1.682 0.476 -3.374 -0.027 -0.006 -0.013
C -1.763 0.436 -4.759 -0.017 -0.010 -0.031
C -0.609 0.495 -5.525 0.008 0.005 -0.011
C 0.636 0.599 -4.915 -0.016 -0.004 -0.007
C 0.724 0.642 -3.535 0.023 0.018 -0.012
C 0.687 1.925 -0.433 0.051 -0.040 -0.028
C 2.064 1.805 -0.277 0.023 -0.010 -0.003
C 2.814 2.892 0.143 -0.014 -0.007 -0.011
C 2.191 4.104 0.404 0.018 0.021 0.001
C 0.818 4.228 0.249 -0.018 0.012 0.001
C 0.064 3.143 -0.164 -0.041 0.015 -0.017
H 1.439 -0.970 -0.629 -0.006 0.018 0.001
H -0.057 -1.749 -1.151 -0.004 0.017 0.024
H -0.233 -3.262 3.388 -0.009 0.022 -0.007
H 0.885 -5.379 3.963 0.002 -0.011 0.004
H 2.539 -6.367 2.413 0.008 -0.007 0.002
H 3.070 -5.234 0.284 -0.001 0.001 -0.007
H 1.966 -3.121 -0.296 0.005 0.001 -0.003
H -1.040 0.930 2.394 -0.002 0.000 -0.008
H 0.071 2.778 3.599 -0.003 0.010 0.003
H 2.479 2.637 4.130 0.006 0.006 0.003
H 3.775 0.635 3.486 0.012 -0.003 0.003
H 2.672 -1.216 2.290 0.004 -0.021 -0.014
H -2.581 0.441 -2.771 -0.022 -0.005 0.029
H -2.732 0.360 -5.233 -0.015 -0.001 -0.003
H -0.678 0.466 -6.604 -0.001 -0.003 -0.010
H 1.533 0.655 -5.518 0.007 0.001 0.001
H 1.695 0.746 -3.064 0.006 0.000 0.025
H 2.567 0.863 -0.464 -0.004 -0.005 -0.008
H 3.884 2.791 0.273 0.010 -0.001 0.002
H 2.777 4.953 0.731 0.005 0.001 0.005
H 0.330 5.171 0.457 -0.003 0.014 0.002
H -1.011 3.225 -0.266 -0.014 -0.002 -0.002
Cl -5.376 1.905 0.580 -0.004 -0.036 0.013
C -5.862 1.002 -0.872 -0.013 0.044 0.021
Cl -7.627 0.997 -0.968 -0.012 -0.037 -0.011
Cl -5.205 1.866 -2.293 0.038 -0.011 -0.049
C -5.291 -0.488 -0.919 0.073 0.120 -0.035
O -5.723 -1.171 -1.827 -0.022 0.025 0.035
O -4.433 -0.732 -0.037 -0.164 -0.157 -0.088



What did we get for molar mass? Answer: 144.0 648.4 585.7 g/mol, in the order shown.